Entry from OMol25: a structure of composition C50H52LaN4O6PS3 (ωB97M-V/def2-TZVPD).

The calculation puts the calculated total energy at -113597.738 eV. For the orbital gap, the calculation gives 7.4 eV. As for the lowest unoccupied orbital energy: 0.11 eV. The multiplicity is 1. The total charge is 0.

The geometry in XYZ format:
```
117
Properties=species:S:1:pos:R:3:forces:R:3
La -1.4302 0.4996 0.3990 1.4 0.0 -0.1
C 1.7147 -3.8914 2.6763 -0.2 0.3 -0.1
C 2.9368 -3.5496 1.8324 0.0 -0.1 -0.3
S 2.4059 -3.4518 0.0977 0.1 0.0 0.0
C 3.9403 -2.9901 -0.7505 -0.3 -0.1 0.2
C 4.6166 -1.6953 -0.2921 -0.3 0.2 -0.1
S 3.5151 -0.4214 0.4056 0.0 -0.1 0.1
C 1.9369 -0.3492 3.3385 -0.1 -0.1 0.1
C 1.1883 -1.4513 3.9846 -0.3 -0.2 -0.3
S 0.4316 -2.5967 2.7536 0.2 0.0 0.1
H 2.0019 -4.1562 3.6944 0.0 -0.1 0.0
H 1.1934 -4.7443 2.2369 0.0 -0.1 0.1
H 3.6915 -4.3344 1.9236 0.0 0.0 0.1
H 3.3656 -2.5904 2.1295 0.0 0.0 0.1
H 3.6248 -2.9156 -1.7926 0.1 0.0 0.0
H 4.6454 -3.8187 -0.6683 0.1 0.1 -0.1
H 5.2087 -1.2614 -1.0969 0.1 -0.1 0.0
H 5.2831 -1.8903 0.5480 0.1 0.0 0.0
H 1.8441 1.2476 2.1294 0.1 0.1 -0.1
H 3.0117 -0.2622 3.3819 0.0 0.1 -0.1
H 0.3293 -1.0563 4.5286 0.1 0.0 0.1
H 1.8251 -2.0337 4.6450 0.0 0.0 0.1
O -1.5238 2.7461 1.3599 -0.3 0.8 0.2
C -0.3581 3.0478 1.0163 0.2 0.2 0.0
O 0.3228 2.3383 0.2177 0.1 0.5 0.6
C 0.2896 4.2871 1.5570 0.2 0.0 0.0
C -0.5271 5.3072 2.0309 0.0 0.0 -0.1
C 0.0174 6.5185 2.4160 0.0 0.1 0.0
C 1.3902 6.7029 2.3457 0.0 0.0 0.0
C 2.2136 5.6737 1.9187 0.0 -0.1 0.0
C 1.6843 4.4455 1.5224 -0.1 0.0 0.0
P 2.7498 3.0674 0.8916 0.1 0.5 -0.1
C 2.8394 3.6523 -0.8643 0.1 -0.2 0.1
C 2.0535 3.0270 -1.8307 -0.1 0.2 0.0
C 2.1040 3.4409 -3.1552 0.0 0.1 0.0
C 2.9283 4.4896 -3.5305 0.0 0.0 0.0
C 3.6901 5.1383 -2.5682 0.0 0.0 0.0
C 3.6463 4.7239 -1.2458 0.0 0.0 -0.1
C 4.4187 3.5131 1.5586 -0.2 -0.3 0.0
C 4.5477 3.8182 2.9156 0.0 0.1 0.0
C 5.7955 3.9665 3.5020 0.0 0.0 0.0
C 6.9455 3.7758 2.7492 0.0 0.0 0.0
C 6.8344 3.4115 1.4151 0.0 0.0 0.0
C 5.5839 3.2713 0.8311 -0.1 0.1 -0.1
H -1.5948 5.1337 2.0579 0.0 0.0 0.0
H -0.6223 7.3246 2.7516 0.0 0.0 0.0
H 1.8274 7.6525 2.6288 0.0 0.0 0.0
H 3.2835 5.8273 1.9030 0.0 0.0 0.0
H 1.3786 2.2340 -1.5348 0.1 0.2 -0.2
H 1.4910 2.9392 -3.8939 0.0 0.0 0.0
H 2.9693 4.8099 -4.5638 0.0 0.0 0.0
H 4.3207 5.9741 -2.8448 0.0 0.0 0.0
H 4.2539 5.2425 -0.5167 0.0 0.0 0.1
H 3.6547 3.9627 3.5141 0.0 0.0 0.0
H 5.8682 4.2349 4.5486 0.0 0.0 0.0
H 7.9202 3.9099 3.2002 0.0 0.0 0.0
H 7.7256 3.2415 0.8238 0.0 0.0 0.0
H 5.5123 2.9965 -0.2150 0.0 0.0 0.0
C -5.5890 -0.7111 -2.3847 0.0 0.0 0.0
C -5.8461 -2.1875 -2.4826 0.1 0.0 0.0
C -7.1378 -2.6785 -2.6534 0.0 0.0 0.0
C -7.3891 -4.0354 -2.7834 0.0 0.0 0.0
C -6.3384 -4.9399 -2.7606 0.0 0.0 0.0
C -5.0466 -4.4770 -2.5758 0.0 0.0 0.1
C -4.7977 -3.1174 -2.4175 -0.1 -0.1 0.0
N -3.4618 -2.6890 -2.1872 0.0 0.1 0.0
C -3.0025 -2.0954 -1.0308 -0.1 -0.3 -0.1
N -3.8826 -2.1276 -0.0136 -0.2 0.1 -0.2
C -3.8355 -1.7345 1.3607 0.2 0.1 0.3
C -2.8447 -0.8832 1.8565 -0.9 -0.9 0.6
C -2.9388 -0.6113 3.2305 0.0 -0.1 -0.1
C -3.9397 -1.1291 4.0394 0.0 0.1 0.1
C -4.9161 -1.9416 3.4849 0.1 0.0 0.0
C -4.8824 -2.2597 2.1355 -0.1 -0.1 0.0
C -5.9717 -3.1195 1.5392 0.1 0.0 0.1
N -1.7958 -1.5922 -0.9706 -0.1 -0.4 -0.1
C -0.9208 -1.8869 -2.0465 0.0 -0.1 -0.2
C -0.5803 -0.9027 -2.9741 -0.1 0.0 -0.1
C 0.2818 -1.1875 -4.0215 0.0 0.0 0.0
C 0.8396 -2.4518 -4.1415 0.0 0.0 0.0
C 0.5166 -3.4287 -3.2111 0.0 0.0 0.0
C -0.3691 -3.1736 -2.1693 0.0 0.0 0.2
C -0.7498 -4.2593 -1.1998 0.1 0.1 0.0
H -6.4047 -0.1521 -2.8416 0.0 0.0 0.0
H -4.6596 -0.4456 -2.8898 0.0 0.0 0.0
H -5.4860 -0.3730 -1.3519 0.0 0.0 0.0
H -7.9605 -1.9747 -2.6983 0.0 0.0 0.0
H -8.4054 -4.3857 -2.9094 0.0 0.0 0.0
H -6.5235 -5.9999 -2.8735 0.0 0.0 0.0
H -4.2132 -5.1684 -2.5417 0.0 0.0 0.0
H -2.7819 -2.8042 -2.9211 0.0 0.1 0.0
H -4.7525 -2.5676 -0.2670 0.0 0.0 0.0
H -2.2035 0.0478 3.6890 0.0 0.0 0.0
H -3.9753 -0.8830 5.0950 0.0 0.0 0.0
H -5.7211 -2.3247 4.1018 0.0 0.0 0.0
H -6.6789 -3.4173 2.3117 0.0 0.0 0.0
H -5.5756 -4.0337 1.0859 0.0 0.0 0.0
H -6.5391 -2.5814 0.7717 0.0 0.0 0.0
H -1.0121 0.0856 -2.8723 0.0 0.0 0.0
H 0.5139 -0.4181 -4.7484 0.0 0.0 0.0
H 1.5080 -2.6812 -4.9624 0.0 0.0 0.0
H 0.9514 -4.4187 -3.2991 0.0 0.0 0.0
H 0.0062 -5.0423 -1.1885 0.0 0.0 0.0
H -1.7054 -4.7142 -1.4761 0.0 0.0 0.0
H -0.8601 -3.8519 -0.1933 0.0 0.0 0.0
O 0.0348 0.5658 2.5096 -0.2 -0.3 0.1
N 1.3105 0.5301 2.6461 0.2 -0.1 0.2
C 2.8335 0.1907 -2.2245 0.0 -0.1 -0.2
C 2.2660 -0.1285 -0.8781 0.3 -0.3 0.0
O 1.0989 -0.1045 -0.5914 0.2 0.1 0.1
H 2.0371 0.3118 -2.9514 0.0 0.0 0.0
H 3.5281 -0.5802 -2.5563 0.0 -0.1 0.0
H 3.3846 1.1292 -2.1312 0.1 -0.2 0.0
O -1.8863 1.7645 -1.6927 -0.1 0.1 -0.4
C -3.0931 1.9312 -1.3756 -0.4 0.2 -0.5
O -3.6772 1.3063 -0.4612 0.0 -0.1 0.0
H -3.6742 2.6750 -1.9536 0.0 0.0 0.1
```
Forces are in eV/Å.

Results of the Löwdin charge analysis, in e, for atoms 1 through 99: La 2.13; C -0.55; C -0.53; S 0.87; C -0.51; C -0.50; S 0.92; C -0.15; C -0.40; S 0.88; H 0.07; H 0.06; H 0.08; H 0.04; H 0.06; H 0.08; H 0.07; H 0.07; H 0.06; H 0.12; H 0.08; H 0.08; O -0.12; C -0.64; O -0.23; C -0.12; C -0.01; C -0.07; C -0.07; C -0.09; C -0.26; P 1.13; C -0.32; C -0.12; C -0.07; C -0.08; C -0.08; C -0.09; C -0.38; C -0.12; C -0.09; C -0.10; C -0.09; C -0.11; H 0.12; H 0.10; H 0.10; H 0.10; H 0.08; H 0.11; H 0.10; H 0.10; H 0.10; H 0.11; H 0.10; H 0.10; H 0.10; H 0.10; C -0.02; C -0.21; C -0.04; C -0.08; C -0.09; C -0.02; C -0.22; N 0.14; C -0.38; N 0.16; C -0.23; C -0.25; C -0.16; C -0.11; C -0.07; C -0.22; C -0.05; N -0.01; C -0.27; C -0.03; C -0.10; C -0.09; C -0.06; C -0.24; C -0.05; H 0.08; H 0.09; H 0.08; H 0.11; H 0.10; H 0.10; H 0.11; H 0.15; H 0.09; H 0.07; H 0.09; H 0.10; H 0.08; H 0.08; H 0.08; H 0.09